Entry 1:
Molecular formula: C69H74O23
Method: DFT, ωB97M-V/def2-TZVPD

Cartesian coordinates (Å):
C  -0.492  -5.742  -1.458
C  -1.867  -5.252  -0.978
O  -1.922  -4.228  -0.380
C  -3.084  -6.067  -1.265
H  0.236  -5.012  -1.105
H  -0.549  -5.670  -2.544
H  -0.366  -6.751  -1.063
H  -3.993  -5.493  -1.445
H  -3.098  -6.779  -0.440
H  -2.941  -6.497  -2.256
C  2.069  1.378  -5.312
C  2.846  2.257  -4.283
O  2.392  2.725  -3.225
C  4.140  2.918  -4.756
H  1.385  0.757  -4.733
H  2.881  0.975  -5.917
H  1.527  2.093  -5.932
H  4.954  2.197  -4.672
H  4.494  3.717  -4.105
H  3.937  3.213  -5.786
C  3.754  3.637  -0.431
C  2.430  4.124  0.141
O  1.975  3.721  1.242
C  1.648  5.117  -0.736
H  4.257  2.928  0.227
H  4.385  4.513  -0.581
H  3.593  3.052  -1.337
H  1.992  6.142  -0.595
H  0.622  5.158  -0.372
H  1.727  4.694  -1.737
C  -2.667  2.018  4.990
C  -2.154  1.677  6.323
O  -1.704  2.548  7.073
C  -1.912  0.246  6.687
H  -2.629  3.060  4.673
H  -3.714  1.721  4.929
H  -2.177  1.455  4.195
H  -2.799  -0.387  6.700
H  -1.532  0.169  7.706
H  -1.167  -0.286  6.095
C  -4.501  1.400  2.236
C  -4.512  1.488  0.698
O  -3.595  2.009  0.025
C  -5.755  0.924  0.029
H  -5.447  0.943  2.527
H  -4.464  2.415  2.630
H  -3.552  1.061  2.650
H  -6.521  1.687  0.167
H  -5.954  -0.086  0.387
H  -5.611  0.891  -1.051
C  -1.925  4.837  2.245
C  -1.901  6.187  1.548
O  -2.282  6.369  0.407
C  -1.424  7.403  2.382
H  -2.250  5.095  3.253
H  -0.934  4.383  2.273
H  -2.671  4.168  1.816
H  -0.812  7.155  3.249
H  -2.161  8.198  2.499
H  -0.751  7.878  1.669
C  -0.502  4.579  -3.310
C  -1.091  3.236  -3.638
O  -1.647  3.023  -4.713
C  -0.892  2.157  -2.597
H  -0.414  4.758  -2.238
H  -1.029  5.302  -3.932
H  0.507  4.655  -3.715
H  -1.186  1.171  -2.954
H  -1.396  2.251  -1.634
H  0.170  2.028  -2.389
C  0.018  -1.345  -7.090
C  0.316  -2.398  -6.295
C  0.047  -2.472  -4.854
O  0.367  -3.379  -4.065
C  -0.748  -1.286  -4.412
C  -1.131  -0.293  -5.234
C  -0.670  -0.172  -6.612
O  -0.918  0.720  -7.416
H  0.218  -1.436  -8.148
H  0.834  -3.239  -6.732
H  -1.091  -1.410  -3.396
H  -1.774  0.478  -4.837
C  6.757  1.511  2.957
C  5.473  1.218  2.572
C  5.077  -0.053  2.022
O  3.928  -0.155  1.491
C  6.137  -1.064  2.111
C  7.399  -0.811  2.414
C  7.891  0.526  2.803
O  9.074  0.792  3.062
H  6.903  2.480  3.410
H  4.648  1.908  2.669
H  6.046  -2.073  1.735
H  8.020  -1.687  2.307
C  -5.187  -3.528  1.587
C  -4.875  -4.857  1.579
C  -3.897  -5.523  2.387
O  -3.594  -6.740  2.443
C  -3.226  -4.615  3.346
C  -3.562  -3.290  3.426
C  -4.582  -2.608  2.603
O  -4.808  -1.459  2.843
H  -5.906  -3.229  0.839
H  -5.316  -5.426  0.773
H  -2.529  -5.084  4.025
H  -2.991  -2.643  4.075
C  1.651  -3.939  1.665
C  0.546  -3.817  2.455
C  0.619  -3.429  3.849
O  -0.359  -3.148  4.526
C  1.986  -3.219  4.356
C  3.061  -3.350  3.532
C  3.022  -3.814  2.191
O  4.067  -3.957  1.570
H  1.522  -4.065  0.600
H  -0.468  -3.964  2.114
H  2.226  -2.744  5.296
H  4.027  -3.157  3.975
C  0.959  1.501  4.584
C  1.887  0.564  5.005
C  3.288  0.771  5.425
O  4.053  -0.087  5.752
C  3.624  2.201  5.277
C  2.723  3.168  4.760
C  1.337  2.929  4.423
O  0.522  3.815  4.205
H  -0.054  1.211  4.347
H  1.494  -0.439  5.079
H  4.626  2.446  5.598
H  3.054  4.193  4.846
C  4.425  -2.424  -1.678
C  5.078  -1.418  -2.269
C  5.165  -1.223  -3.707
O  5.871  -0.363  -4.240
C  4.222  -2.106  -4.466
C  3.600  -3.098  -3.925
C  3.683  -3.445  -2.432
O  3.162  -4.491  -1.948
H  4.415  -2.562  -0.607
H  5.514  -0.580  -1.746
H  4.075  -1.976  -5.528
H  2.961  -3.650  -4.599
C  1.343  -0.086  -0.033
C  0.654  0.054  1.160
C  -0.578  -0.607  1.511
O  -1.217  -0.449  2.594
C  -1.093  -1.427  0.432
C  -0.421  -1.636  -0.761
C  0.832  -0.931  -1.151
O  1.349  -1.069  -2.204
H  2.207  0.524  -0.256
H  1.114  0.755  1.841
H  -2.075  -1.877  0.430
H  -0.921  -2.136  -1.577
C  -6.881  -0.695  -4.243
C  -6.480  -1.744  -3.455
C  -5.183  -1.777  -2.761
O  -4.884  -2.544  -1.861
C  -4.312  -0.650  -3.103
C  -4.717  0.329  -3.948
C  -6.029  0.405  -4.659
O  -6.296  1.252  -5.514
H  -7.828  -0.871  -4.731
H  -7.175  -2.567  -3.387
H  -3.269  -0.674  -2.825
H  -4.042  1.123  -4.231

Values from the calculation:
Net charge   0
E   -119831.4676 eV
2S+1   1
Max |F|   4.78 eV Å⁻¹

Entry 2:
Molecular formula: C21H27Cl5PRuSbSe4
Method: DFT, ωB97M-V/def2-TZVPD

Cartesian coordinates (Å):
Ru  -1.192  -0.989  0.480
C  1.678  2.658  -0.652
C  1.483  1.911  0.652
C  0.659  2.450  1.652
C  0.388  3.936  1.704
C  0.091  1.607  2.606
C  -0.886  2.136  3.626
C  0.405  0.240  2.636
C  -0.158  -0.618  3.743
C  1.480  -0.206  1.846
C  2.179  -1.492  2.215
C  2.011  0.628  0.851
C  3.243  0.187  0.090
H  1.424  3.712  -0.673
H  0.760  2.323  -1.221
H  2.493  2.364  -1.307
H  -0.626  4.197  1.381
H  1.085  4.488  1.081
H  0.505  4.305  2.723
H  -0.481  2.064  4.640
H  -1.808  1.551  3.604
H  -1.158  3.172  3.445
H  0.066  -1.672  3.598
H  -1.243  -0.523  3.807
H  0.254  -0.311  4.710
H  2.603  -1.401  3.220
H  2.985  -1.735  1.530
H  1.497  -2.344  2.223
H  4.089  0.108  0.776
H  3.521  0.894  -0.685
H  3.116  -0.789  -0.383
Se  -5.671  -1.938  -1.892
Sb  -4.089  -2.267  -0.091
Se  -3.217  0.329  0.927
Se  -0.912  -3.354  0.989
Se  -5.028  -2.908  2.014
Cl  1.379  -4.757  -0.410
C  1.159  -3.047  -0.953
C  0.102  -2.482  -0.310
C  0.698  -0.159  -2.747
Cl  -0.605  0.840  -1.545
C  1.506  -0.792  -3.539
Cl  1.621  -0.241  -5.241
C  2.335  -1.922  -3.095
Cl  3.730  -2.118  -4.138
C  2.195  -2.741  -2.012
Cl  3.646  -3.722  -1.760
C  -3.408  0.454  -2.781
P  -2.235  -0.685  -1.990
C  -1.600  1.318  -0.080
C  -2.034  -1.977  -3.262
H  -2.848  1.271  -3.263
H  -4.058  0.907  -2.036
H  -3.965  -0.096  -3.531
H  -1.130  1.755  -2.557
H  -0.050  -0.080  -0.463
H  -1.898  2.257  0.370
H  -1.720  -1.572  -4.227
H  -3.039  -2.397  -3.373
H  -1.325  -2.730  -2.923

Values from the calculation:
Net charge   -1
E   -364606.0185 eV
2S+1   6
Energy relative to the best compared isomer or geometry (same formula, charge and spin)   536.2 kJ/mol
Max |F|   4.56 eV Å⁻¹
⟨S²⟩   8.883

Entry 3:
Molecular formula: C19H33ClFN2O10PS
Method: DFT, ωB97M-V/def2-TZVPD

Cartesian coordinates (Å):
C  1.362  -1.900  1.860
C  0.684  -2.086  0.379
Cl  0.648  -3.911  0.021
C  -0.809  -1.412  0.215
N  -1.473  -1.016  1.512
P  -3.127  -1.663  1.661
N  -2.988  -3.302  1.714
S  -1.364  0.686  1.861
O  -2.679  1.211  2.560
O  -0.217  1.007  2.893
F  -1.110  1.705  0.508
H  0.683  -2.431  2.657
H  1.564  -0.791  2.177
H  2.386  -2.513  1.834
H  1.392  -1.528  -0.402
H  -1.496  -2.266  -0.260
H  -0.745  -0.571  -0.596
H  -3.742  -1.150  2.886
H  -3.915  -1.313  0.484
H  -3.527  -3.699  0.893
O  -0.677  5.698  -3.861
C  -0.993  5.459  -2.707
C  -0.069  4.961  -1.638
C  -1.034  4.480  -0.584
C  -2.227  5.374  -0.797
O  -2.244  5.652  -2.196
H  0.545  5.792  -1.280
H  0.559  4.147  -2.008
H  -0.633  4.531  0.432
H  -1.310  3.438  -0.786
H  -2.139  6.321  -0.253
H  -3.161  4.884  -0.506
O  2.649  3.317  -2.908
C  3.327  4.175  -2.367
C  4.491  4.884  -2.989
C  5.162  5.504  -1.790
C  4.011  5.719  -0.842
O  3.099  4.655  -1.109
H  4.117  5.642  -3.684
H  5.152  4.182  -3.501
H  5.708  6.423  -2.020
H  5.871  4.789  -1.356
H  3.499  6.671  -1.020
H  4.331  5.678  0.203
O  2.349  -3.910  -3.754
C  3.027  -3.053  -3.212
C  4.191  -2.343  -3.835
C  4.862  -1.723  -2.636
C  3.711  -1.508  -1.688
O  2.799  -2.572  -1.954
H  3.817  -1.585  -4.529
H  4.852  -3.046  -4.347
H  5.408  -0.805  -2.866
H  5.571  -2.439  -2.201
H  3.199  -0.556  -1.865
H  4.031  -1.549  -0.642
O  -5.319  -4.847  1.614
C  -5.426  -5.204  2.776
C  -5.552  -6.623  3.241
C  -6.037  -6.449  4.658
C  -5.444  -5.121  5.050
O  -5.405  -4.356  3.846
H  -4.568  -7.099  3.203
H  -6.273  -7.174  2.634
H  -5.744  -7.265  5.324
H  -7.132  -6.384  4.666
H  -4.424  -5.219  5.435
H  -6.056  -4.605  5.795

Values from the calculation:
Net charge   0
E   -79052.7683 eV
2S+1   1
SMILES string   C[C@@H](Cl)CN([PH2]=N)S(=O)(=O)F.O=C1CCCO1.O=C1CCCO1.O=C1CCCO1.O=C1CCCO1
Max |F|   9.28 eV Å⁻¹

Entry 4:
Molecular formula: C6H30N2O7
Method: DFT, ωB97M-V/def2-TZVPD

Cartesian coordinates (Å):
C  -1.622  -1.869  -0.370
C  -0.372  -2.001  0.465
C  0.160  -0.700  1.122
C  1.640  -0.576  1.358
N  2.454  -0.207  0.174
C  2.039  1.040  -0.475
C  2.705  2.296  0.093
N  3.144  3.305  -0.874
H  -1.332  -1.933  -1.405
H  -2.431  -2.540  -0.093
H  -2.142  -0.914  -0.283
H  0.427  -2.468  -0.111
H  -0.300  -2.653  1.342
H  -0.415  -0.592  2.043
H  -0.272  0.180  0.625
H  2.038  -1.552  1.647
H  1.785  0.093  2.216
H  3.410  -0.142  0.494
H  0.953  1.033  -0.556
H  2.281  1.066  -1.548
H  2.152  2.772  0.902
H  3.645  2.000  0.568
H  2.458  3.573  -1.564
H  3.985  2.974  -1.323
O  1.138  -1.609  -2.231
H  1.388  -1.009  -1.511
H  1.952  -1.809  -2.701
O  -2.779  1.601  2.369
H  -2.282  1.329  1.601
H  -3.216  2.448  2.284
O  -1.903  -2.086  3.680
H  -1.554  -2.083  4.571
H  -2.804  -2.405  3.674
O  -0.767  0.231  -3.494
H  -0.029  -0.167  -3.012
H  -1.160  -0.518  -3.950
O  -0.428  3.258  3.007
H  -1.345  3.532  2.982
H  -0.423  2.387  2.607
O  -2.882  0.962  -1.093
H  -3.509  1.624  -1.399
H  -2.272  0.981  -1.824
O  -1.017  -3.000  -3.709
H  -1.889  -3.197  -3.373
H  -0.608  -2.655  -2.928

Values from the calculation:
Net charge   0
E   -24020.5925 eV
2S+1   1
SMILES string   CCCCNCCN.O.O.O.O.O.O.O
Energy relative to the best compared isomer or geometry (same formula, charge and spin)   241.8 kJ/mol
Max |F|   2.33 eV Å⁻¹